Arrangement i

The following is a quantum chemistry calculation of a cluster of 2 separate species, C9H14 in total, from the Open Molecules 2025 dataset.

```
23
Properties=species:S:1:pos:R:3:lowdin_charge:R:1
C -2.83 1.19 -1.11 -0.101
C -0.55 -0.83 1.13 -0.226
C -0.07 0.11 2.01 -0.213
C -1.62 -0.42 0.26 -0.160
C -2.06 0.89 0.17 -0.374
C -0.58 1.43 1.95 -0.210
C -1.67 1.86 1.12 -0.148
H -0.19 -1.83 0.98 0.058
H 0.79 -0.23 2.60 0.080
H -2.04 -1.18 -0.40 0.058
H -0.44 2.07 2.86 0.054
H -3.43 0.27 -1.19 0.056
H -2.14 1.49 -1.90 0.064
H -2.11 2.86 1.12 0.059
H -3.49 2.05 -1.01 0.043
C 2.36 -0.69 -0.70 -0.159
C 3.26 -1.66 -1.50 -0.180
H 3.01 -0.25 0.04 0.055
H 1.80 0.02 -1.30 0.063
H 1.58 -1.26 -0.20 0.033
H 2.79 -2.15 -2.35 0.048
H 3.41 -2.50 -0.80 0.059
H 4.22 -1.23 -1.77 0.042
```

2S+1: 2
E_LUMO (spin up / spin down) in Eh: 0.134 / 0.132
HOMO energy (spin up / spin down) in eV: 0.9 / -3.3
Gap between HOMO and LUMO (spin up / spin down) in eV: 2.761 / 6.925
Total charge: -1
M in u: 122.211

Arrangement ii

The following is a quantum chemistry calculation of a cluster of 2 separate species, C9H14 in total, from the Open Molecules 2025 dataset.

```
23
Properties=species:S:1:pos:R:3:lowdin_charge:R:1
C 2.21 -2.00 -0.88 -0.088
C -0.98 0.88 -1.18 -0.228
C -1.25 -0.46 -1.03 -0.227
C 0.32 1.29 -1.28 -0.219
C -0.26 -1.39 -0.94 -0.183
C 1.35 0.33 -1.22 -0.156
C 1.09 -0.99 -1.04 -0.363
H -1.82 1.60 -1.22 0.084
H -2.31 -0.80 -0.97 0.077
H 0.51 2.34 -1.42 0.040
H -0.50 -2.43 -0.77 0.056
H 2.40 0.69 -1.33 0.091
H 1.88 -2.79 -0.26 0.037
H 3.05 -1.56 -0.35 0.057
H 2.56 -2.32 -1.85 0.056
C -0.60 1.42 2.59 -0.177
C -1.71 0.73 3.37 -0.192
H -0.43 0.85 1.65 0.058
H -0.86 2.44 2.40 0.050
H 0.36 1.31 3.18 0.074
H -1.42 -0.28 3.56 0.047
H -1.80 1.27 4.31 0.052
H -2.59 0.70 2.74 0.054
```

2S+1: 2
E_LUMO (spin up / spin down) in Eh: 0.144 / 0.142
HOMO energy (spin up / spin down) in eV: 1.3 / -3.5
Gap between HOMO and LUMO (spin up / spin down) in eV: 2.632 / 7.385
Total charge: -1
M in u: 122.211

Arrangement iii

The following is a quantum chemistry calculation of a cluster of 2 separate species, C9H14 in total, from the Open Molecules 2025 dataset.

```
23
Properties=species:S:1:pos:R:3:lowdin_charge:R:1
C -2.82 0.58 0.57 -0.120
C -1.61 -1.05 -2.64 -0.211
C -2.41 -0.79 -1.55 -0.149
C -0.29 -0.51 -2.80 -0.208
C -1.90 -0.02 -0.45 -0.346
C 0.29 -0.13 -1.57 -0.194
C -0.52 0.25 -0.51 -0.139
H -2.08 -1.67 -3.40 0.062
H -3.40 -1.24 -1.58 0.067
H 0.19 -0.82 -3.72 0.042
H 1.33 0.02 -1.32 0.053
H -2.95 1.66 0.45 0.054
H -2.45 0.30 1.58 0.053
H 0.00 0.67 0.35 0.051
H -3.83 0.14 0.57 0.050
C 3.31 -0.23 1.83 -0.177
C 2.32 0.90 2.19 -0.164
H 3.31 -0.35 0.77 0.038
H 4.30 -0.06 2.26 0.051
H 2.91 -1.16 2.23 0.054
H 1.50 0.83 1.49 0.021
H 2.02 0.80 3.23 0.056
H 2.76 1.89 2.06 0.056
```

2S+1: 2
E_LUMO (spin up / spin down) in Eh: 0.138 / 0.132
HOMO energy (spin up / spin down) in eV: 0.9 / -3.4
Gap between HOMO and LUMO (spin up / spin down) in eV: 2.899 / 7.041
Total charge: -1
M in u: 122.211

Arrangement iv

The following is a quantum chemistry calculation of a cluster of 2 separate species, C9H14 in total, from the Open Molecules 2025 dataset.

```
23
Properties=species:S:1:pos:R:3:lowdin_charge:R:1
C -1.54 -2.80 0.76 -0.155
C -0.92 -3.73 -0.37 -0.165
H -1.37 -3.18 1.72 0.031
H -1.20 -1.80 0.48 0.032
H -2.63 -2.72 0.66 0.052
H -1.68 -4.46 -0.75 0.055
H 0.00 -4.15 0.02 0.040
H -0.70 -3.04 -1.24 0.065
C 1.75 -0.82 -0.62 -0.087
C -0.34 1.65 1.30 -0.227
C 0.24 0.45 0.85 -0.194
C -0.58 2.70 0.43 -0.239
C 0.96 0.39 -0.35 -0.341
C 0.03 2.75 -0.81 -0.195
C 0.76 1.56 -1.16 -0.130
H -0.59 1.94 2.38 0.075
H 0.15 -0.50 1.57 0.100
H -1.22 3.56 0.76 0.078
H -0.17 3.42 -1.64 0.049
H 1.12 -1.63 -0.92 0.041
H 2.25 -1.20 0.17 0.027
H 1.44 1.51 -1.90 0.014
H 2.44 -0.59 -1.44 0.075
```

2S+1: 2
E_LUMO (spin up / spin down) in Eh: 0.133 / 0.131
HOMO energy (spin up / spin down) in eV: 1.0 / -3.3
Gap between HOMO and LUMO (spin up / spin down) in eV: 2.665 / 6.886
Total charge: -1
M in u: 122.211

arrangement ii wins, 18.8 kJ/mol ahead of the next structure.

Arrangement i

The following is a quantum chemistry calculation of the molecule C3H2N4O, from the Open Molecules 2025 dataset.

```
10
Properties=species:S:1:pos:R:3:lowdin_charge:R:1
O -2.63 -0.19 0.58 0.196
C -1.70 -0.19 -0.07 -0.431
N -0.85 -1.17 -0.67 0.096
N 0.36 -1.33 -0.59 0.014
C 1.29 -0.57 0.17 -0.058
C 0.90 0.71 0.37 -0.156
N 0.04 1.41 -0.40 -0.006
N -1.10 1.16 -0.91 0.168
H 1.98 -1.08 0.67 0.061
H 1.72 1.26 0.86 0.115
```

2S+1: 1
E_LUMO in Eh: -0.038
HOMO energy in eV: -9.1
Gap between HOMO and LUMO in eV: 8.098
M in u: 110.076
SMILES string: O=c1nnccnn1

Arrangement ii

The following is a quantum chemistry calculation of the molecule C3H2N4O, from the Open Molecules 2025 dataset.

```
10
Properties=species:S:1:pos:R:3:lowdin_charge:R:1
O 2.46 -0.04 0.58 0.065
C 1.39 0.11 -0.04 -0.562
N 0.72 1.37 -0.26 0.187
C -0.65 1.21 -0.29 -0.216
N -1.34 0.36 0.35 0.108
C -1.06 -0.90 0.49 -0.094
N -0.21 -1.28 -0.57 0.049
N 0.98 -0.92 -0.83 0.158
H -1.23 1.94 -0.72 0.093
H -1.06 -1.86 1.30 0.213
```

2S+1: 1
E_LUMO in Eh: -0.056
HOMO energy in eV: -9.9
Gap between HOMO and LUMO in eV: 8.371
M in u: 110.076
SMILES string: O=c1ncncnn1

Arrangement iii

The following is a quantum chemistry calculation of the molecule C3H2N4O, from the Open Molecules 2025 dataset.

```
10
Properties=species:S:1:pos:R:3:lowdin_charge:R:1
O 1.94 -0.59 -0.50 0.022
C 0.95 0.26 -0.38 -0.322
C 0.50 1.30 0.77 -0.058
N -0.61 0.93 1.28 0.016
N -0.68 -0.51 1.26 0.024
C -1.04 -1.08 0.16 -0.111
N -1.17 -0.34 -1.28 0.122
N -0.06 0.17 -1.39 0.033
H 0.76 2.29 1.32 0.143
H -1.11 -2.21 0.32 0.129
```

2S+1: 1
E_LUMO in Eh: -0.045
HOMO energy in eV: -10.0
Gap between HOMO and LUMO in eV: 8.748
M in u: 110.076
SMILES string: O=c1cnncnn1

Arrangement iv

The following is a quantum chemistry calculation of the molecule C3H2N4O, from the Open Molecules 2025 dataset.

```
10
Properties=species:S:1:pos:R:3:lowdin_charge:R:1
O -0.08 -1.89 0.98 0.186
C 0.37 -1.15 0.21 -0.558
C -0.07 -1.02 -1.07 -0.022
C -0.62 0.18 -1.30 -0.178
N -0.96 1.22 -0.55 0.031
N -0.46 1.63 0.52 0.018
N 0.80 1.20 0.81 0.027
N 1.20 0.01 0.55 0.145
H -0.51 -1.84 -1.79 0.173
H -1.01 0.44 -2.48 0.179
```

2S+1: 1
E_LUMO in Eh: -0.070
HOMO energy in eV: -9.9
Gap between HOMO and LUMO in eV: 8.021
M in u: 110.076
SMILES string: O=c1ccnnnn1

arrangement ii wins, 26.6 kJ/mol ahead of the next structure.

Arrangement i

The following is a quantum chemistry calculation of a cluster of 2 separate species, C3H11NO3 in total, from the Open Molecules 2025 dataset.

```
18
Properties=species:S:1:pos:R:3:lowdin_charge:R:1
N 0.86 -0.38 -0.77 0.049
C 0.29 0.44 0.23 -0.427
C -0.87 -0.19 1.13 -0.245
O -0.47 -1.29 1.91 -0.049
C -0.11 1.82 -0.24 -0.231
O 1.00 2.29 -0.97 -0.075
H 1.77 -0.48 -0.41 0.078
H 0.93 0.29 -1.65 0.159
H 0.96 0.54 1.05 0.125
H -1.52 0.52 1.74 0.136
H -1.48 -0.41 0.23 0.113
H -1.30 -1.72 2.15 0.096
H -0.87 1.66 -1.00 0.123
H -0.54 2.45 0.59 0.145
H 1.65 2.63 -0.33 0.107
O -0.50 -2.89 -1.18 -0.140
H 0.34 -3.36 -1.27 0.012
H -0.15 -1.91 -1.23 0.023
```

2S+1: 1
E_LUMO in Eh: 0.022
HOMO energy in eV: -9.6
Gap between HOMO and LUMO in eV: 10.248
M in u: 109.125
SMILES string: NC(CO)CO.O

Arrangement ii

The following is a quantum chemistry calculation of a cluster of 3 separate species, C3H11NO3 in total, from the Open Molecules 2025 dataset.

```
18
Properties=species:S:1:pos:R:3:lowdin_charge:R:1
C 1.93 -0.84 -1.70 -0.082
C 1.65 0.17 -0.59 -0.246
N 0.42 -0.17 0.10 0.008
C 0.29 0.00 1.42 -0.359
O -0.75 -0.27 2.03 -0.012
H 2.93 -0.74 -2.11 0.069
H 1.24 -0.60 -2.51 0.074
H 1.72 -1.87 -1.46 0.072
H 2.45 0.10 0.13 0.106
H 1.65 1.18 -0.98 0.109
H -0.42 -0.40 -0.42 0.113
H 1.17 0.43 1.91 0.141
O -2.24 -1.39 -0.15 -0.070
H -1.90 -1.40 0.77 0.020
H -2.10 -2.29 -0.47 0.047
O -0.77 2.37 -0.66 -0.059
H -0.95 1.82 0.12 0.020
H -1.64 2.80 -0.69 0.049
```

2S+1: 1
E_LUMO in Eh: 0.028
HOMO energy in eV: -9.9
Gap between HOMO and LUMO in eV: 10.630
M in u: 109.125
SMILES string: CCNC=O.O.O

Arrangement iii

The following is a quantum chemistry calculation of a cluster of 3 separate species, C3H11NO3 in total, from the Open Molecules 2025 dataset.

```
18
Properties=species:S:1:pos:R:3:lowdin_charge:R:1
C -0.57 -0.60 -2.15 -0.096
C -0.47 0.05 -0.77 -0.160
C -1.30 -0.63 0.30 -0.546
N -1.20 -1.99 0.30 0.158
O -1.89 -0.01 1.17 0.046
H -1.58 -0.92 -2.37 0.073
H 0.06 -1.49 -2.18 0.074
H -0.21 0.07 -2.91 0.071
H 0.55 -0.01 -0.40 0.119
H -0.84 1.08 -0.77 0.123
H -1.40 -2.45 -0.58 0.090
H -1.58 -2.52 1.07 0.106
O 3.39 1.58 0.44 -0.071
H 4.25 1.53 0.87 0.031
H 2.76 1.52 1.18 0.010
O 0.30 1.74 2.06 -0.060
H 0.12 1.99 2.97 0.037
H -0.36 1.08 1.79 -0.005
```

2S+1: 1
E_LUMO in Eh: 0.029
HOMO energy in eV: -10.2
Gap between HOMO and LUMO in eV: 10.971
M in u: 109.125
SMILES string: CCC(N)=O.O.O

arrangement iii wins, 24.5 kJ/mol ahead of the next structure.